No. 1
This record from OMol25 describes 2 unconnected molecules or ions with the total composition C42H42N5O at a distorted geometry. The level of theory is the ωB97M-V functional and the def2-TZVPD basis.

Geometry as XYZ:
```
90
Properties=species:S:1:pos:R:3
N -0.479 4.058 7.272
C 0.135 3.404 6.516
C 0.841 2.586 5.577
C 1.590 3.153 4.529
C 2.083 2.339 3.526
C 1.724 0.960 3.453
C 1.843 0.162 2.267
C 2.497 0.659 1.119
N 3.384 -0.064 0.404
C 4.138 -1.169 0.971
C 4.996 -1.715 -0.179
C 4.647 -0.898 -1.430
C 3.767 0.266 -0.958
C 2.151 2.007 0.607
C 0.816 2.390 0.728
C 0.343 3.625 0.331
C 1.258 4.539 -0.213
C 2.613 4.197 -0.324
C 3.074 2.957 0.117
C 1.283 0.392 4.677
C 0.790 1.187 5.690
H 1.785 4.232 4.524
H 2.775 2.748 2.784
H 1.680 -0.918 2.377
H 4.772 -0.824 1.807
H 3.465 -1.927 1.395
H 6.055 -1.600 0.070
H 4.793 -2.777 -0.333
H 5.540 -0.505 -1.925
H 4.090 -1.497 -2.158
H 2.892 0.429 -1.603
H 4.351 1.194 -0.999
H 0.164 1.659 1.188
H -0.721 3.859 0.450
H 0.903 5.514 -0.545
H 3.325 4.912 -0.750
H 4.148 2.739 0.111
H 1.352 -0.692 4.802
H 0.343 0.746 6.589
C 0.171 -3.118 -4.007
N -0.607 -2.091 -3.359
C -1.256 -1.121 -4.066
O -1.216 -0.969 -5.284
C -2.016 -0.255 -3.046
C -3.541 -0.343 -3.277
C -3.962 0.199 -4.635
C -4.640 -0.622 -5.549
C -4.874 -0.171 -6.853
C -4.475 1.117 -7.233
C -3.872 1.965 -6.295
C -3.628 1.511 -4.992
N -1.513 -0.771 -1.759
C -1.670 -0.130 -0.586
C -1.293 -0.664 0.647
C -1.164 0.042 1.839
C -1.282 -0.604 3.120
C -1.987 0.046 4.158
C -2.089 -0.519 5.416
C -1.462 -1.749 5.681
C -1.422 -2.281 7.017
N -1.346 -2.730 8.094
C -0.844 -2.451 4.639
C -0.762 -1.897 3.365
C -0.734 -2.014 -1.906
C -1.508 -3.247 -1.406
C 0.646 -1.927 -1.251
H 0.130 -2.975 -5.088
H 1.214 -3.071 -3.679
H -0.219 -4.110 -3.755
H -1.705 0.797 -3.185
H -3.850 -1.398 -3.193
H -4.039 0.222 -2.471
H -4.943 -1.624 -5.233
H -5.355 -0.838 -7.572
H -4.633 1.458 -8.259
H -3.574 2.977 -6.574
H -3.152 2.162 -4.250
H -2.249 0.808 -0.625
H -1.114 -1.741 0.712
H -1.366 1.123 1.835
H -2.485 0.996 3.929
H -2.648 -0.007 6.206
H -0.429 -3.444 4.845
H -0.318 -2.480 2.555
H -2.321 -3.490 -2.105
H -0.819 -4.099 -1.352
H -1.938 -3.076 -0.416
H 1.213 -1.102 -1.697
H 0.567 -1.741 -0.180
H 1.176 -2.876 -1.386
```

Charge = +1
E_HOMO = -9.66 eV
Kohn-Sham gap = 4.6 eV
Spin multiplicity = 1

Löwdin atomic charge list, values in e, 6 entries: atom 1 (N): 0.15, atom 2 (C): -0.19, atom 3 (C): -0.24, atom 4 (C): -0.01, atom 5 (C): -0.02, atom 6 (C): -0.21


No. 2
This record from OMol25 describes a molecular structure, C42H42N5Sb2SeZr. The level of theory is the ωB97M-V functional and the def2-TZVPD basis.

Geometry as XYZ:
```
93
Properties=species:S:1:pos:R:3
Zr 0.152 -0.718 -0.366
C 3.513 -3.847 -0.670
C 4.591 -3.263 0.241
C 4.898 -1.811 -0.073
Sb 3.295 -0.393 -0.033
C 4.285 1.267 -0.868
C 4.054 1.554 -2.213
C 4.709 2.622 -2.814
C 5.584 3.402 -2.069
C 5.810 3.118 -0.729
C 5.163 2.049 -0.120
C 3.071 -0.017 2.029
C 1.772 0.007 2.532
C 1.509 0.159 3.881
C 2.583 0.301 4.753
C 3.886 0.276 4.275
C 4.136 0.108 2.918
Sb 1.561 -3.307 0.032
C 0.569 -2.847 -1.900
C -0.164 -3.887 -2.474
C -0.739 -3.747 -3.731
C -0.681 -2.535 -4.413
C 0.014 -1.475 -3.861
C 0.665 -1.639 -2.631
C 0.766 -5.164 0.542
C 0.038 -5.302 1.723
C -0.406 -6.563 2.098
C -0.125 -7.665 1.304
C 0.610 -7.524 0.134
C 1.070 -6.273 -0.250
H 3.521 -4.936 -0.659
H 3.638 -3.518 -1.703
H 5.515 -3.830 0.102
H 4.329 -3.384 1.296
H 5.323 -1.699 -1.072
H 5.614 -1.393 0.637
H 3.379 0.947 -2.808
H 4.543 2.841 -3.860
H 6.098 4.230 -2.537
H 6.499 3.724 -0.156
H 5.348 1.842 0.927
H 0.915 -0.100 1.852
H 0.492 0.169 4.250
H 2.400 0.426 5.812
H 4.712 0.380 4.965
H 5.160 0.068 2.566
H -0.286 -4.820 -1.938
H -1.262 -4.586 -4.172
H -1.154 -2.426 -5.380
H 0.108 -0.543 -4.404
H 1.419 -0.872 -2.397
H -0.178 -4.449 2.353
H -0.964 -6.686 3.017
H -0.472 -8.645 1.602
H 0.835 -8.390 -0.474
H 1.657 -6.178 -1.156
N 1.049 3.681 -0.212
C 1.477 2.458 0.020
N 0.510 1.589 -0.314
C -0.508 2.420 -0.727
N -0.211 3.686 -0.697
C -1.817 1.898 -1.082
C -2.863 2.731 -1.455
N -4.086 2.258 -1.653
C -4.263 0.962 -1.443
C -3.221 0.115 -1.083
N -1.979 0.576 -0.923
H 1.538 4.554 -0.061
H 2.448 2.242 0.429
H -2.700 3.794 -1.582
H -5.264 0.567 -1.568
H -3.394 -0.927 -0.898
C -7.132 -4.145 1.257
C -5.749 -3.566 1.180
C -5.141 -3.001 2.295
C -3.858 -2.472 2.251
C -3.261 -1.891 3.504
C -3.188 -2.508 1.019
Se -1.326 -1.994 1.161
C -3.761 -3.045 -0.141
C -3.165 -3.072 -1.529
C -5.045 -3.570 -0.017
H -7.543 -4.068 2.261
H -7.125 -5.197 0.971
H -7.806 -3.627 0.572
H -5.678 -2.975 3.235
H -3.991 -1.910 4.309
H -2.949 -0.855 3.360
H -2.388 -2.461 3.834
H -2.206 -2.560 -1.638
H -3.860 -2.608 -2.232
H -3.030 -4.103 -1.861
H -5.514 -3.992 -0.900
```

Charge = +3
E_HOMO = -15.32 eV
Kohn-Sham gap = 5.7 eV
Spin multiplicity = 1
Energy relative to the best compared isomer or geometry (same formula, charge and spin) = 29.0 kcal per mole

Löwdin atomic charge list, values in e, 6 entries: atom 1 (Zr): 1.10, atom 2 (C): -0.34, atom 3 (C): -0.35, atom 4 (C): -0.33, atom 5 (Sb): 1.46, atom 6 (C): -0.43


No. 3
This record from OMol25 describes a molecular structure, C42H42NNdP4 at a distorted geometry. The level of theory is the ωB97M-V functional and the def2-TZVPD basis.

Geometry as XYZ:
```
90
Properties=species:S:1:pos:R:3
Nd 0.218 1.483 -0.029
C 1.120 0.329 4.121
P 1.181 1.514 2.732
C 0.240 2.942 3.407
C 2.912 2.113 2.725
C 3.447 2.612 3.912
C 4.754 3.060 3.973
C 5.551 3.011 2.839
C 5.034 2.519 1.654
C 3.717 2.068 1.575
P 3.106 1.440 -0.036
C 3.656 2.729 -1.220
C 4.215 0.042 -0.426
H 1.469 0.793 5.042
H 1.735 -0.543 3.900
H 0.087 0.004 4.256
H 0.672 3.302 4.339
H -0.785 2.620 3.601
H 0.221 3.759 2.683
H 2.838 2.655 4.806
H 5.151 3.445 4.903
H 6.575 3.357 2.876
H 5.675 2.487 0.781
H 4.740 2.830 -1.229
H 3.211 3.691 -0.962
H 3.330 2.449 -2.224
H 5.253 0.327 -0.262
H 4.077 -0.233 -1.472
H 3.974 -0.820 0.196
C -1.623 -2.629 -1.083
P -1.089 -0.909 -0.715
C -1.138 -0.008 -2.332
C -1.780 1.234 -2.473
C -1.696 1.930 -3.674
C -0.967 1.415 -4.733
C -0.321 0.191 -4.599
C -0.391 -0.510 -3.406
C -2.525 -0.171 0.159
C -3.811 -0.160 -0.381
C -4.853 0.418 0.324
C -4.626 0.996 1.569
C -3.359 0.970 2.127
C -2.310 0.386 1.426
P -0.153 -3.704 -1.527
C 0.535 -4.066 0.132
C 0.161 -3.476 1.335
C 0.784 -3.847 2.521
C 1.790 -4.799 2.515
C 2.178 -5.386 1.317
C 1.559 -5.018 0.136
C -1.085 -5.247 -1.858
C -1.819 -5.886 -0.858
C -2.567 -7.010 -1.162
C -2.584 -7.507 -2.460
C -1.850 -6.881 -3.454
C -1.099 -5.752 -3.155
H -2.293 -2.603 -1.942
H -2.159 -3.023 -0.219
H -2.415 1.630 -1.689
H -2.220 2.871 -3.782
H -0.908 1.962 -5.664
H 0.235 -0.221 -5.431
H 0.111 -1.465 -3.313
H -3.996 -0.600 -1.353
H -5.851 0.415 -0.094
H -5.443 1.452 2.112
H -3.194 1.377 3.117
H -1.341 0.254 1.920
H -0.639 -2.745 1.371
H 0.467 -3.409 3.459
H 2.264 -5.093 3.442
H 2.959 -6.135 1.308
H 1.854 -5.479 -0.801
H -1.788 -5.518 0.162
H -3.135 -7.505 -0.385
H -3.168 -8.388 -2.691
H -1.856 -7.274 -4.462
H -0.518 -5.261 -3.927
N -3.292 8.124 -2.196
C -2.735 7.190 -1.826
C -2.038 6.027 -1.365
C -2.405 5.412 -0.170
C -1.742 4.270 0.246
C -0.688 3.692 -0.485
C -0.333 4.364 -1.671
C -0.985 5.502 -2.112
H -3.210 5.829 0.422
H -2.066 3.815 1.180
H 0.485 3.989 -2.286
H -0.689 5.985 -3.034
```

Charge = +2
E_HOMO (spin up / spin down) = -12.97 / -12.97 eV
Kohn-Sham gap (spin up / spin down) = 6.6 / 6.7 eV
Spin multiplicity = 4

Löwdin atomic charge list, values in e, 6 entries: atom 1 (Nd): 1.42, atom 2 (C): -0.23, atom 3 (P): 0.80, atom 4 (C): -0.24, atom 5 (C): -0.39, atom 6 (C): -0.08